No. 1
{"formula": "C27H34Cl2N5O3Tb", "method": "ωB97M-V/def2-TZVPD", "elements": ["O", "C", "C", "C", "H", "C", "H", "C", "H", "C", "H", "C", "H", "H", "C", "C", "H", "H", "H", "C", "C", "H", "H", "H", "H", "Tb", "Cl", "Cl", "H", "H", "C", "C", "N", "H", "C", "O", "H", "H", "H", "H", "H", "H", "C", "C", "N", "H", "C", "O", "H", "H", "H", "H", "N", "C", "C", "C", "C", "C", "C", "C", "N", "C", "C", "N", "C", "H", "H", "H", "H", "H", "H", "H"], "xyz": [[-0.12435, 0.22543, -2.21037], [-0.91721, 0.45604, -3.30012], [-0.53580, 1.75373, -4.02588], [0.26373, 2.73972, -3.44079], [0.64935, 2.58340, -2.42845], [0.52500, 3.92373, -4.13859], [1.15885, 4.68083, -3.67423], [-0.03024, 4.13891, -5.40244], [0.14703, 5.07887, -5.93356], [-0.81409, 3.13756, -5.99253], [-1.24370, 3.28331, -6.98144], [-1.04632, 1.94527, -5.31027], [-1.65248, 1.14840, -5.75038], [-0.79001, -0.36297, -4.03658], [-3.00476, -0.95804, -2.74290], [-2.40093, 0.40715, -2.89325], [-4.04309, -0.95629, -3.11652], [-3.02069, -1.26510, -1.68152], [-2.42153, -1.69613, -3.31657], [-3.03323, 1.53674, -2.54441], [-4.36002, 1.61603, -1.86885], [-2.54922, 2.49811, -2.73267], [-5.10479, 2.12886, -2.49170], [-4.26104, 2.19672, -0.94462], [-4.73548, 0.62242, -1.59526], [-0.14937, 0.07403, -0.02386], [0.82686, 2.46187, 0.25532], [-2.52041, 0.51571, 0.84681], [4.83312, 1.46387, -3.01900], [5.01817, 1.76601, -0.42141], [3.75584, 1.50320, -2.81276], [3.94035, 1.59406, -0.32657], [3.46670, 0.90218, -1.51868], [3.22007, 0.94052, -3.58401], [2.69339, -0.18331, -1.45726], [2.13360, -0.60798, -0.41107], [3.71160, 0.98711, 0.55172], [2.53831, -0.68062, -2.43145], [3.42840, 2.55161, -2.83563], [3.42804, 2.55904, -0.23697], [-0.51036, -5.57396, 0.36919], [1.34313, -5.78787, -1.56651], [-1.04381, -4.98064, -0.38477], [0.74917, -5.05655, -2.12707], [-0.09426, -4.27270, -1.23759], [-1.69064, -4.25035, 0.10448], [0.07207, -2.95712, -1.12786], [-0.56059, -2.23546, -0.31187], [1.42478, -4.37880, -2.65621], [0.81599, -2.52024, -1.81473], [-1.63089, -5.66508, -1.00558], [0.14079, -5.60217, -2.85642], [-0.42642, 1.66617, 10.93702], [-0.29883, 1.27391, 9.84130], [-0.13255, 0.79553, 8.49751], [-0.98845, 1.23873, 7.48056], [-0.83453, 0.76766, 6.17533], [0.16127, -0.18226, 5.89961], [1.01900, -0.63443, 6.91105], [0.88389, -0.11872, 8.20163], [0.31322, -0.67633, 4.58803], [1.03100, -1.82250, 4.19363], [0.96293, -1.87151, 2.83072], [0.25158, -0.76403, 2.36773], [-0.15557, -0.08957, 3.44288], [-1.76920, 1.96335, 7.70835], [-1.49587, 1.11393, 5.38090], [1.79956, -1.36120, 6.68023], [1.58183, -0.42539, 8.98052], [1.50176, -2.49274, 4.88662], [1.36896, -2.60969, 2.15291], [-0.76864, 0.80004, 3.43712]], "s2": 12.05, "molar_mass_g_mol": 706.43, "e_above_lowest_kcal_mol": 0.00, "homo_energy_ha": [-0.2866, -0.2867], "gap_ev": [7.471, 7.473], "spin_multiplicity": 7, "fmax_ev_per_a": 2.56}

***

No. 2
{"formula": "C6H9BrF3N", "method": "ωB97M-V/def2-TZVPD", "elements": ["F", "C", "F", "F", "C", "N", "C", "C", "C", "C", "H", "H", "H", "H", "H", "H", "H", "H", "Br", "H"], "xyz": [[0.70231, 2.92662, -0.41706], [1.30633, 1.90516, 0.30553], [1.54942, 2.45595, 1.56332], [2.50464, 1.66026, -0.26736], [0.38988, 0.70629, 0.31008], [0.85221, -0.33948, -0.18780], [0.02528, -1.46539, -0.30853], [-1.43711, -1.10111, -0.59776], [-1.95509, -0.17027, 0.51020], [-0.99174, 1.05212, 0.71928], [0.06221, -2.26068, 0.51191], [0.40679, -1.95388, -1.26962], [-2.11895, -1.95318, -0.79024], [-1.55400, -0.66486, -1.66636], [-2.90637, 0.17792, 0.13378], [-2.16879, -0.56914, 1.42523], [-1.24424, 1.97285, 0.16120], [-0.91748, 1.34512, 1.69501], [3.83382, -1.82926, -0.24571], [3.66086, -1.89504, -1.58509]], "molar_mass_g_mol": 232.04, "e_above_lowest_kcal_mol": 7.61, "homo_energy_ha": -0.3548, "smiles": "FC(F)(F)C1=NCCCC1.Br", "gap_ev": 10.361, "spin_multiplicity": 1, "fmax_ev_per_a": 4.04}

***

No. 3
{"formula": "C14H38N3O5V", "method": "ωB97M-V/def2-TZVPD", "elements": ["O", "V", "C", "C", "O", "H", "H", "H", "H", "H", "C", "C", "C", "O", "C", "N", "H", "H", "H", "H", "H", "H", "H", "H", "H", "H", "H", "C", "C", "C", "O", "C", "N", "H", "H", "H", "H", "H", "H", "H", "H", "H", "H", "H", "C", "C", "C", "O", "C", "N", "H", "H", "H", "H", "H", "H", "H", "H", "H", "H", "H"], "xyz": [[-0.89188, -0.29124, 0.02160], [0.15184, -0.01382, -1.08521], [3.22341, 2.54480, -2.70908], [3.00106, 1.74120, -1.43547], [1.94208, 0.84420, -1.48006], [2.43322, 3.28805, -2.85643], [3.21861, 1.95052, -3.62728], [4.19476, 3.03599, -2.64014], [2.83851, 2.46119, -0.61899], [3.93071, 1.18945, -1.22902], [-1.45497, 2.62984, -4.26736], [-0.71184, 2.10788, -3.05814], [-1.32156, 2.64853, -1.78447], [-0.57434, 2.12777, -0.68575], [-0.64381, 2.77113, 0.57352], [-0.62855, 0.62078, -3.04112], [-0.97893, 2.39170, -5.21938], [-1.52781, 3.71727, -4.21188], [-2.48203, 2.25881, -4.33399], [0.31186, 2.48682, -3.04210], [-2.35404, 2.28885, -1.66481], [-1.30546, 3.73690, -1.72112], [-1.63602, 3.16800, 0.79139], [0.06966, 3.60255, 0.59258], [-0.31345, 2.07275, 1.33861], [-1.55636, 0.21470, -3.19243], [-0.16007, 0.34861, -3.90404], [1.19650, -4.33330, -1.48670], [0.85099, -2.98296, -0.89436], [1.95955, -2.37542, -0.08287], [1.56976, -1.06530, 0.34130], [2.37226, -0.62538, 1.41084], [0.39935, -2.02437, -1.96048], [1.58226, -5.04167, -0.75534], [2.00771, -4.19979, -2.21319], [0.35843, -4.78069, -2.01967], [0.00169, -3.06080, -0.20763], [2.87439, -2.20068, -0.67103], [2.23370, -3.01141, 0.75942], [2.39303, -1.29945, 2.27272], [2.00427, 0.31697, 1.81052], [3.41549, -0.51386, 1.09604], [-0.30167, -2.54512, -2.48660], [1.17247, -1.99905, -2.63485], [-3.20418, 0.40931, 4.02700], [-2.67624, -0.54674, 2.96160], [-1.49946, -1.40528, 3.37726], [-0.46016, -0.56055, 3.82484], [0.55871, -1.28685, 4.47821], [-3.78030, -1.46317, 2.56458], [-4.12471, 0.85868, 3.63225], [-2.58269, 1.27805, 4.24715], [-3.53236, -0.11126, 4.92798], [-2.44354, -0.04845, 2.01521], [-1.28833, -1.91496, 2.42206], [-1.69919, -2.17165, 4.13635], [0.17390, -1.70208, 5.41339], [1.34075, -0.56436, 4.71165], [0.99029, -2.06358, 3.83928], [-4.57534, -0.92876, 2.24124], [-4.06195, -1.97931, 3.39230]], "s2": 0.76, "charge": 1, "molar_mass_g_mol": 379.42, "e_above_lowest_kcal_mol": 0.00, "homo_energy_ha": [-0.4135, -0.4135], "gap_ev": [8.590, 8.593], "spin_multiplicity": 2, "fmax_ev_per_a": 3.53}

***

No. 4
{"formula": "C28H49CrN2OP3Se", "method": "ωB97M-V/def2-TZVPD", "elements": ["Cr", "P", "P", "P", "H", "C", "C", "H", "C", "C", "C", "C", "C", "C", "C", "C", "C", "H", "H", "H", "H", "H", "H", "H", "H", "H", "H", "H", "H", "H", "H", "H", "H", "H", "H", "H", "H", "H", "H", "H", "H", "H", "H", "H", "H", "H", "C", "C", "C", "C", "C", "C", "Se", "H", "H", "H", "H", "H", "H", "C", "N", "N", "C", "O", "C", "C", "C", "C", "C", "C", "C", "C", "C", "H", "H", "H", "H", "H", "H", "H", "H", "H", "H", "H", "H"], "xyz": [[-0.78606, 1.33576, -0.72278], [1.28242, 1.44762, -1.53944], [-0.76062, 2.91584, 0.92562], [-2.13767, 2.06976, -2.29479], [-4.12951, -6.57358, -3.06622], [-4.05594, -6.07802, -4.04546], [-2.95067, -6.14298, -4.79577], [-2.08984, -6.75492, -4.49543], [2.49838, 0.44993, -0.60552], [2.03089, 3.11388, -1.49412], [1.53915, 0.92813, -3.26893], [-2.14172, 2.64855, 2.07196], [0.65386, 2.89080, 2.07182], [-0.87958, 4.66478, 0.43204], [-2.51506, 0.82567, -3.56161], [-1.56883, 3.55768, -3.16997], [-3.73819, 2.49420, -1.54805], [-4.99087, -5.65055, -4.43990], [-2.93808, -5.73779, -5.81664], [2.19924, -0.60569, -0.60286], [2.55124, 0.78852, 0.43758], [3.49637, 0.53691, -1.05784], [2.20571, 3.43480, -0.46053], [1.36981, 3.84434, -1.97505], [2.99112, 3.09874, -2.02783], [1.34057, -0.14495, -3.37336], [2.57232, 1.12596, -3.58493], [0.85925, 1.46277, -3.94269], [-2.10815, 3.43116, 2.84106], [-2.03287, 1.66443, 2.54682], [-3.09806, 2.69374, 1.53840], [0.49087, 3.71539, 2.78338], [1.60862, 3.03013, 1.54698], [0.66666, 1.92210, 2.59576], [-0.94198, 5.28371, 1.33673], [-1.76952, 4.83660, -0.18551], [0.00945, 4.96247, -0.13899], [-3.12460, 1.29387, -4.34688], [-3.06244, -0.01355, -3.10875], [-1.58411, 0.43344, -3.99378], [-2.36780, 3.89507, -3.84315], [-0.66616, 3.33599, -3.75515], [-1.32938, 4.35928, -2.45842], [-4.39374, 2.89756, -2.32993], [-3.61014, 3.24104, -0.75353], [-4.18142, 1.58920, -1.11152], [-2.61772, -1.81335, -0.90156], [-2.00333, -2.65190, -1.83995], [-2.79979, -3.49203, -2.62859], [-4.18482, -3.48182, -2.46385], [-4.80078, -2.60725, -1.56358], [-4.01076, -1.75346, -0.78961], [-1.56798, -0.78465, 0.37615], [-0.67072, -0.56096, -0.88764], [-0.92166, -2.64474, -1.94029], [-2.33798, -4.15946, -3.35810], [-4.78360, -4.17020, -3.04816], [-5.88663, -2.59909, -1.47612], [-4.46138, -1.05475, -0.08488], [4.58372, -2.44248, 3.58744], [3.37252, -2.17460, 2.85197], [2.48834, -1.24038, 3.27666], [1.32975, -1.33527, 2.50476], [0.44374, -0.47289, 2.55104], [1.51278, -2.52754, 1.70566], [2.75242, -3.02980, 1.99703], [3.42389, -4.26079, 1.52265], [2.86540, -0.05514, 3.96311], [3.89491, 0.73923, 3.46552], [4.10232, 1.99895, 4.02380], [3.32668, 2.41041, 5.11313], [2.32583, 1.57723, 5.63437], [2.07979, 0.34489, 5.04460], [4.85317, -1.59445, 4.21172], [5.39756, -2.62523, 2.88248], [4.47222, -3.32782, 4.22787], [0.78086, -2.91530, 1.00992], [4.46082, -4.09667, 1.20182], [3.43281, -5.05518, 2.28475], [2.86499, -4.63867, 0.65858], [4.48976, 0.38015, 2.63098], [4.86758, 2.65714, 3.60630], [3.48304, 3.39714, 5.55565], [1.72946, 1.87881, 6.49829], [1.29985, -0.33586, 5.38324]], "s2": 3.94, "charge": 3, "molar_mass_g_mol": 653.59, "e_above_lowest_kcal_mol": 0.00, "homo_energy_ha": [-0.5429, -0.5541], "gap_ev": [3.186, 4.693], "spin_multiplicity": 4, "fmax_ev_per_a": 3.82}